(1)
DFT (ωB97M-V/def2-TZVPD) results for C28H29Cl2F5NO7S2Ti as an isolated structure at a distorted geometry.

Structure (XYZ):
```
75
Properties=species:S:1:pos:R:3:forces:R:3:mulliken_charge:R:1
Ti 0.005804 0.887851 -0.197455 1.51 0.68 -0.05 -1.037
C -3.053596 -2.536649 -3.002455 0.07 0.12 0.33 -1.915
C -2.374196 -2.633849 -1.638555 -0.07 -0.15 -0.10 1.576
C -2.665896 -4.001849 -1.008255 -0.04 0.27 -0.01 -1.586
C -0.880796 -2.379349 -1.680155 0.07 -0.20 0.07 1.000
C -0.141796 -2.489649 -0.502455 0.25 -0.39 -0.29 -0.883
C 1.219304 -2.228949 -0.472355 -0.14 -0.40 -0.28 -1.116
C 1.899304 -1.865749 -1.633455 0.07 -0.30 0.00 1.328
C 3.365504 -1.551849 -1.590955 -0.17 0.05 -0.02 -1.563
C 1.179104 -1.822749 -2.818355 0.09 -0.23 0.12 -1.123
C -0.184896 -2.069449 -2.842855 -0.01 -0.23 0.15 -0.479
H -4.123996 -2.697749 -2.887555 -0.05 0.00 -0.03 0.437
H -2.670196 -3.295149 -3.681355 0.04 -0.05 -0.13 0.404
H -2.903696 -1.550749 -3.436655 -0.01 0.06 -0.17 0.364
H -2.809596 -1.854249 -0.998555 -0.03 -0.07 -0.03 -0.599
H -2.140496 -4.781349 -1.555155 0.04 -0.11 -0.04 0.402
H -3.731696 -4.213149 -1.044955 -0.11 -0.04 0.03 0.445
H -2.352296 -4.040049 0.032245 0.02 -0.09 0.09 0.344
H -0.617796 -2.847349 0.400045 -0.09 0.10 0.07 0.450
H 1.768904 -2.412149 0.443145 0.01 0.14 0.03 0.724
H 3.496704 -0.525449 -1.240155 0.17 0.04 -0.01 0.163
H 3.810604 -1.632149 -2.579455 0.08 0.02 -0.02 0.433
H 3.891504 -2.223749 -0.913955 0.06 0.00 0.02 0.365
H 1.688104 -1.605349 -3.745855 0.07 0.10 -0.06 0.320
H -0.691996 -2.027249 -3.792155 -0.13 0.05 -0.09 0.420
O 0.041804 0.631551 -4.009255 -0.15 0.26 0.26 -0.649
S -0.011196 1.198451 -2.709455 0.54 0.41 -2.73 2.030
O 1.194604 1.018551 -1.870155 0.32 -0.02 -0.23 -0.476
O -1.064896 0.687151 -1.785855 -0.82 -0.33 -0.29 -0.336
C -0.441296 2.933151 -2.929855 0.06 -0.51 -0.43 -0.321
C -0.574896 3.356651 -4.244755 0.16 -0.25 0.15 -0.607
C -1.065196 4.621951 -4.532555 -0.07 0.11 0.23 -0.642
C -1.444596 5.468651 -3.502955 0.07 -0.14 -0.14 -0.657
C -1.307396 5.056351 -2.185755 0.06 -0.18 0.26 -0.645
C -0.805896 3.795751 -1.905155 0.00 0.28 0.58 -0.469
S -0.555396 3.369951 -0.203355 -0.44 2.34 0.71 1.551
O -0.673396 4.516551 0.636545 -0.13 -0.24 -0.62 -0.707
O 0.769904 2.698551 -0.156855 0.27 0.47 -0.34 -0.410
O -1.446096 2.241151 0.162045 -0.50 -0.12 -0.32 -0.297
H -0.294396 2.672951 -5.029155 -0.04 -0.03 -0.13 0.632
H -1.167596 4.931651 -5.561055 0.02 0.03 -0.07 0.436
H -1.836596 6.448751 -3.722355 -0.05 0.09 0.01 0.434
H -1.580196 5.687351 -1.353455 0.00 0.16 -0.02 0.581
C 4.114804 0.869051 3.246445 -0.07 -0.03 -0.06 -1.704
C 3.299404 -0.345249 2.777345 0.72 -0.37 0.91 2.138
C 2.451204 -0.885049 3.943545 0.02 -0.02 -0.07 -1.676
C 4.233904 -1.444749 2.241845 -0.07 0.06 -0.05 -1.608
C 2.404204 0.035151 1.723745 -1.16 0.42 -1.57 -0.404
N 1.661004 0.292451 0.879845 1.69 -0.22 0.99 -0.224
H 4.852904 0.529851 3.969445 0.02 -0.08 0.03 0.493
H 3.473104 1.604351 3.720545 0.02 0.04 0.06 0.305
H 4.629604 1.345251 2.417945 0.10 0.08 -0.08 0.346
H 3.097904 -1.014949 4.807845 0.07 -0.02 0.04 0.529
H 2.008004 -1.843549 3.691045 -0.04 -0.06 0.01 0.356
H 1.655104 -0.191549 4.201445 -0.05 0.06 0.08 0.301
H 4.922104 -1.730549 3.034745 0.01 0.01 0.05 0.478
H 4.809104 -1.087649 1.391345 0.08 0.00 -0.06 0.371
H 3.668104 -2.324949 1.945045 -0.01 -0.07 -0.05 0.328
F -4.813996 -1.844249 4.060645 0.18 0.05 -0.21 -0.286
C -3.853996 -1.463549 3.225845 0.18 0.13 -0.15 0.550
C -2.524996 -1.788249 3.502345 -0.08 0.11 -0.19 0.188
F -2.216696 -2.490049 4.586845 -0.01 0.08 -0.11 -0.295
C -1.535896 -1.359849 2.631245 0.20 0.27 -0.51 0.075
F -0.231996 -1.617149 2.835345 -0.40 -0.20 0.29 -0.229
C -1.829396 -0.613649 1.483645 -1.71 -0.86 1.63 0.619
O -0.849596 -0.229349 0.702045 -1.39 -1.34 0.85 2.870
C -3.167996 -0.298949 1.222345 0.40 0.07 -0.17 -0.585
F -3.432996 0.417251 0.123545 -0.28 -0.34 0.40 -0.364
C -4.173396 -0.722149 2.085045 0.14 -0.09 0.13 0.229
F -5.442496 -0.419949 1.840245 0.14 0.00 -0.03 -0.293
Cl -0.177296 1.798351 2.686245 -0.01 0.30 1.13 -0.010
C 0.785104 3.249251 3.123945 -0.06 0.14 -0.17 -0.554
Cl 2.215704 3.339451 2.101045 0.38 0.47 0.54 -0.107
H 1.082504 3.172851 4.170445 -0.13 -0.06 -0.25 0.425
H 0.167804 4.125151 2.918045 0.10 -0.25 0.13 0.413
```
Forces are in eV/Å.

- HOMO: -11.1 eV
- Energy above the lowest of the compared OMol25 structures with the same formula, charge and spin: 38.5 kcal/mol
- F_max: 2.8 eV Å⁻¹
- Total charge: +1

(2)
DFT (ωB97M-V/def2-TZVPD) results for C28H29Cl2F5NO7S2Ti as an isolated structure.

Structure (XYZ):
```
75
Properties=species:S:1:pos:R:3:forces:R:3:mulliken_charge:R:1
Ti -0.143460 0.066416 -0.193676 -0.26 0.34 0.60 0.321
C 4.681872 1.289144 -0.404642 -0.03 0.00 -0.01 -1.763
C 3.449579 1.909592 -1.052279 -0.01 -0.02 -0.01 1.318
C 3.794911 3.247966 -1.718934 0.00 0.00 0.02 -1.589
C 2.291325 2.115017 -0.104006 0.01 0.00 0.02 0.882
C 0.993645 2.310657 -0.609865 0.04 -0.05 0.03 -1.002
C -0.069735 2.624449 0.247699 0.00 0.01 -0.07 -0.490
C 0.123370 2.754184 1.631287 -0.05 0.02 0.00 1.605
C -1.009612 3.100568 2.552322 0.00 -0.01 -0.01 -1.651
C 1.407896 2.558335 2.116371 0.03 -0.02 -0.01 -1.184
C 2.463728 2.235873 1.271660 -0.01 0.02 0.00 -0.304
H 5.427988 1.084178 -1.171525 0.00 -0.01 0.00 0.452
H 4.445453 0.347961 0.092791 0.01 0.00 0.01 0.267
H 5.141897 1.964851 0.319358 0.01 0.00 0.00 0.396
H 3.111123 1.238921 -1.842117 -0.01 0.00 -0.01 -0.290
H 4.128333 3.974238 -0.974664 0.00 0.00 0.00 0.378
H 2.937701 3.666858 -2.247039 0.00 0.00 0.00 0.357
H 4.598654 3.105846 -2.441020 0.00 0.00 0.00 0.444
H 0.826532 2.282999 -1.683608 0.03 0.01 0.00 0.410
H -1.038805 2.848293 -0.182245 0.00 0.03 -0.02 0.514
H -1.526213 2.194165 2.875446 0.00 0.01 0.02 0.200
H -1.735979 3.749638 2.063252 0.00 -0.01 -0.01 0.392
H -0.643670 3.607989 3.443377 0.00 0.01 0.00 0.469
H 1.594165 2.670078 3.178369 0.00 0.00 0.00 0.419
H 3.448577 2.101657 1.698145 0.02 0.00 0.00 0.425
O 1.223561 0.564701 -3.408274 0.00 0.01 -0.01 -0.637
S 1.519353 -0.690870 -2.796424 0.08 -0.06 -0.08 1.493
O 2.826072 -1.244498 -2.906052 0.00 -0.02 0.05 -0.687
O 1.183828 -0.585905 -1.267904 0.19 -0.08 -0.18 0.185
C 0.367598 -1.900436 -3.407550 -0.10 0.04 0.01 -0.378
C 0.908865 -2.823081 -4.282970 0.02 0.02 0.01 -0.516
C 0.088970 -3.731269 -4.944378 0.00 -0.02 0.00 -0.727
C -1.274957 -3.722184 -4.734341 0.00 -0.01 -0.01 -0.688
C -1.832498 -2.812960 -3.844137 0.00 0.02 -0.01 -0.573
C -1.020056 -1.904270 -3.186999 0.06 0.01 0.00 0.049
S -1.823605 -0.928006 -1.968796 0.03 -0.03 0.07 1.556
O -1.311246 -1.463558 -0.638148 -0.01 -0.12 -0.09 -0.463
O -3.230290 -1.010674 -2.133446 -0.02 0.01 0.03 -0.658
O -1.237272 0.446786 -1.938344 -0.02 -0.02 -0.06 -0.683
H 1.976850 -2.821559 -4.447490 0.00 -0.01 0.00 0.550
H 0.530924 -4.444727 -5.626454 0.00 0.00 0.00 0.448
H -1.915323 -4.423435 -5.250894 0.00 0.00 0.00 0.437
H -2.896154 -2.805576 -3.654370 0.00 -0.01 0.00 0.583
C -5.086597 1.718347 -0.520156 0.00 0.00 0.00 -1.515
C -4.660934 1.166659 0.849223 0.04 -0.01 -0.02 1.880
C -5.354436 -0.174745 1.132625 0.02 0.01 0.00 -1.588
C -4.927253 2.179871 1.968640 -0.01 0.00 0.00 -1.618
C -3.215343 0.907439 0.785159 -0.06 -0.15 0.12 -0.211
N -2.098188 0.660455 0.722369 0.03 0.18 -0.15 0.353
H -6.157283 1.919117 -0.490269 0.00 0.00 0.00 0.463
H -4.887970 0.995190 -1.310630 0.00 0.01 0.00 0.304
H -4.570121 2.650027 -0.752403 0.00 0.00 0.00 0.379
H -6.431035 -0.006907 1.152756 0.00 0.00 0.00 0.436
H -5.049887 -0.581818 2.096426 0.00 0.00 0.00 0.380
H -5.129876 -0.900852 0.351765 -0.01 0.00 0.00 0.358
H -6.001533 2.352834 2.027009 0.00 0.00 0.00 0.452
H -4.438824 3.133293 1.767249 0.00 0.00 0.00 0.313
H -4.587465 1.804243 2.933712 0.00 0.00 0.00 0.353
F 2.836338 -2.347872 5.870964 0.01 0.00 -0.01 -0.278
C 2.264465 -1.862392 4.781269 0.02 -0.02 0.00 0.662
C 0.989281 -1.322471 4.853789 -0.02 0.00 0.00 0.098
F 0.346183 -1.288885 6.013195 0.00 0.01 0.00 -0.285
C 0.394712 -0.821066 3.711724 0.02 0.00 0.00 0.027
F -0.827213 -0.294044 3.772113 -0.03 0.00 0.01 -0.286
C 1.057607 -0.857589 2.490597 -0.06 0.15 0.11 -0.271
O 0.462479 -0.362997 1.396496 0.13 -0.31 -0.29 0.617
C 2.341532 -1.387578 2.433695 -0.02 0.01 -0.08 0.112
F 2.993553 -1.402026 1.275542 -0.01 -0.01 0.00 -0.353
C 2.941318 -1.894542 3.570854 -0.01 0.00 0.03 0.217
F 4.160868 -2.411451 3.504900 0.01 0.00 0.00 -0.289
Cl 0.879230 -3.747871 0.083487 -0.05 -0.01 -0.01 -0.039
C 2.104730 -4.895853 -0.493149 0.02 0.05 0.02 -0.444
Cl 1.621508 -5.664109 -2.006212 -0.01 0.01 -0.02 -0.149
H 2.222984 -5.664515 0.260120 0.01 0.00 0.00 0.432
H 3.023239 -4.346215 -0.660335 0.00 -0.01 0.00 0.224
```
Forces are in eV/Å.

- HOMO: -12.1 eV
- Energy above the lowest of the compared OMol25 structures with the same formula, charge and spin: 2.9 kcal/mol
- F_max: 0.7 eV Å⁻¹
- Total charge: +1

(3)
DFT (ωB97M-V/def2-TZVPD) results for C28H29ClNO5S5SeTi as an isolated structure at a distorted geometry.

Structure (XYZ):
```
71
Properties=species:S:1:pos:R:3:forces:R:3:mulliken_charge:R:1
Ti 0.651566 -0.582012 -0.392146 1.34 0.95 -0.06 -0.518
C 4.389048 -0.190157 -0.284858 0.15 -0.01 -0.03 -0.903
C 4.338197 0.914829 0.759555 0.03 0.02 -0.05 -0.914
S 2.708177 0.959154 1.540083 0.01 -0.03 0.04 0.244
C 2.586749 2.739158 1.841157 0.01 0.10 -0.02 -0.324
C 1.242849 3.115824 2.455613 0.04 0.07 0.07 -1.242
S -0.235014 2.556138 1.583978 0.00 0.06 -0.01 0.298
C -0.445756 3.803465 0.298826 -0.05 0.11 -0.02 -0.896
C 0.641528 3.941722 -0.764965 0.02 0.02 0.09 -1.042
S 1.028973 2.379769 -1.602139 -0.09 -0.10 -0.11 0.478
C 2.782782 2.653242 -1.943261 0.05 0.03 0.08 -0.760
C 3.424535 1.384945 -2.492269 0.06 0.05 -0.02 -1.089
S 3.141574 -0.151448 -1.587428 -0.16 -0.20 -0.03 0.300
H 4.221085 -1.168685 0.174800 -0.03 0.00 -0.01 0.242
H 5.375013 -0.214439 -0.754726 -0.02 0.00 0.00 0.579
H 4.552038 1.884546 0.305299 -0.04 0.00 0.01 0.393
H 5.112499 0.725679 1.505501 -0.04 0.00 0.03 0.562
H 2.748105 3.276891 0.906642 -0.01 -0.06 0.01 -0.121
H 3.379130 3.039132 2.532231 0.01 -0.05 0.00 0.521
H 1.203142 4.199475 2.596684 -0.02 0.00 -0.02 0.504
H 1.164538 2.667685 3.447902 -0.02 -0.03 -0.02 0.434
H -0.593749 4.785112 0.758283 -0.01 -0.02 0.01 0.569
H -1.393937 3.529323 -0.169924 0.01 -0.05 0.01 0.227
H 1.555445 4.340586 -0.322658 0.00 -0.05 0.00 0.461
H 0.304689 4.670199 -1.505907 0.00 -0.03 -0.02 0.552
H 3.284086 2.970059 -1.027289 -0.05 -0.02 0.00 0.092
H 2.900198 3.452430 -2.678778 -0.02 0.00 0.00 0.545
H 4.502551 1.529493 -2.595339 -0.01 -0.01 0.00 0.505
H 3.029128 1.176449 -3.487860 -0.03 -0.04 0.02 0.411
Cl -5.659911 0.586760 2.926696 -0.03 0.01 0.02 -0.275
C -4.275614 0.468167 1.865353 -0.02 0.00 0.02 0.056
C -4.274603 1.172405 0.673402 0.02 0.00 -0.02 -0.932
C -3.176023 1.076982 -0.165203 -0.01 -0.05 0.15 -0.237
C -2.088599 0.280290 0.196958 -0.12 0.03 0.04 -0.324
O -1.035533 0.220555 -0.610142 0.06 -0.19 -0.29 1.284
C -2.101724 -0.438573 1.398629 -0.29 0.03 0.13 0.417
C -0.928258 -1.302067 1.743600 0.20 -0.18 0.05 -0.863
O 0.268301 -0.632375 1.381529 -0.32 -0.32 -0.21 -0.403
C -3.205214 -0.329116 2.233283 0.00 -0.01 -0.05 -0.657
H -5.126126 1.782257 0.403860 -0.01 0.00 0.00 0.457
H -3.148352 1.593939 -1.116300 0.02 0.00 -0.02 0.634
H -0.910270 -1.533290 2.814025 0.05 0.17 -0.01 0.761
H -3.228020 -0.870978 3.170145 0.00 0.00 0.01 0.468
O 2.544732 -6.087253 1.825148 0.03 0.03 0.01 -0.723
S 2.287960 -4.737574 2.267873 -0.04 0.02 0.00 1.234
O 2.791546 -4.376154 3.573199 0.01 0.00 -0.04 -0.717
N 2.761776 -3.645562 1.142913 -0.14 -0.15 0.12 -0.788
C 1.662033 -3.041723 0.720574 0.03 0.14 0.02 -0.174
O 1.778138 -2.079226 -0.193247 -0.32 0.12 -0.18 -0.298
C 0.393972 -3.375643 1.230484 0.16 -0.36 0.26 -0.283
C -0.903243 -2.679249 1.004940 -0.38 -0.09 0.39 2.203
C -2.025093 -3.547859 1.540090 0.09 -0.05 -0.27 -1.184
C -1.810486 -4.552786 2.413145 -0.01 -0.05 0.08 -0.556
C -0.500448 -4.995663 2.835849 -0.14 0.09 -0.11 -0.997
C 0.526420 -4.398952 2.181699 0.16 0.13 -0.10 0.208
H -1.051425 -2.464734 -0.075823 -0.03 0.07 -0.04 -0.293
H -3.038588 -3.304973 1.242618 -0.01 0.01 -0.02 0.426
H -2.679635 -5.077734 2.798772 0.01 -0.02 0.00 0.349
H -0.373438 -5.797201 3.546280 0.04 -0.01 0.02 0.408
Se 0.365666 -1.263071 -2.875113 -0.12 -0.12 0.11 -0.158
C -1.376653 -0.631610 -3.338981 -0.05 0.07 -0.05 0.250
C -2.517586 -1.189928 -2.767644 0.04 -0.10 0.00 -0.330
C -3.778587 -0.730821 -3.110834 -0.03 -0.01 0.00 -0.477
C -3.924634 0.292692 -4.037705 -0.02 0.01 -0.01 -0.556
C -2.794096 0.850269 -4.616793 -0.03 0.02 -0.01 -0.565
C -1.530830 0.391966 -4.269554 0.06 0.02 0.04 -0.279
H -2.412498 -1.989318 -2.043656 0.00 0.02 -0.01 0.316
H -4.650199 -1.173432 -2.644789 -0.01 0.00 0.00 0.401
H -4.910745 0.651091 -4.305820 -0.01 0.00 0.00 0.365
H -2.891304 1.650042 -5.341402 -0.01 0.00 -0.01 0.373
H -0.651995 0.840876 -4.715045 0.02 0.00 0.00 0.353
```
Forces are in eV/Å.

- HOMO (alpha / beta): -3.3 / -3.3 eV
- Energy above the lowest of the compared OMol25 structures with the same formula, charge and spin: 17.3 kcal/mol
- F_max: 1.6 eV Å⁻¹
- Total charge: -1